1.
{"formula": "C19H17Br2N6OPtS", "method": "ωB97M-V/def2-TZVPD", "charge": 3, "energy_ev": -185108.09424, "lumo_energy_ev": -12.0, "homo_lumo_gap_ev": 4.67, "symbols": ["Pt", "N", "C", "C", "C", "C", "C", "C", "C", "C", "N", "C", "H", "H", "H", "H", "H", "H", "H", "H", "N", "N", "C", "N", "S", "H", "H", "H", "H", "H", "Br", "C", "C", "C", "Br", "C", "C", "C", "C", "N", "C", "C", "O", "H", "H", "H", "H"], "xyz": [[-0.149, 0.520, 0.311], [1.433, 1.075, -0.954], [2.597, 1.233, -0.080], [3.893, 0.968, -0.394], [4.903, 1.319, 0.536], [4.600, 1.954, 1.707], [3.247, 2.197, 2.062], [2.811, 2.844, 3.241], [1.468, 2.983, 3.473], [0.542, 2.399, 2.598], [0.919, 1.763, 1.502], [2.257, 1.744, 1.184], [1.196, 2.012, -1.289], [1.647, 0.518, -1.776], [4.172, 0.554, -1.355], [5.935, 1.118, 0.282], [5.386, 2.270, 2.381], [3.536, 3.238, 3.943], [1.095, 3.503, 4.343], [-0.516, 2.434, 2.815], [0.376, -2.064, 1.454], [-0.582, -2.276, 2.444], [-1.497, -1.358, 2.757], [-2.326, -1.629, 3.754], [-1.711, 0.164, 1.983], [0.321, -2.805, 0.763], [1.303, -2.074, 1.867], [-0.559, -3.145, 2.964], [-2.267, -2.480, 4.293], [-3.039, -0.966, 4.016], [1.197, -2.656, -4.716], [-0.445, -2.103, -4.150], [-1.576, -2.304, -4.880], [-2.819, -1.848, -4.399], [-4.275, -2.234, -5.428], [-2.973, -1.094, -3.166], [-4.200, -0.567, -2.749], [-4.225, 0.174, -1.589], [-3.051, 0.357, -0.875], [-1.864, -0.161, -1.233], [-1.842, -0.864, -2.371], [-0.517, -1.426, -2.804], [0.448, -1.334, -2.095], [-1.541, -2.816, -5.832], [-5.102, -0.719, -3.326], [-5.141, 0.622, -1.231], [-3.063, 0.959, 0.018]], "lowdin_charge": [0.91, -0.02, -0.23, 0.02, -0.02, 0.02, -0.12, 0.06, 0.01, -0.10, -0.09, -0.18, 0.13, 0.10, 0.13, 0.13, 0.14, 0.14, 0.13, 0.09, 0.02, -0.05, -0.71, 0.14, 0.72, 0.10, 0.11, 0.17, 0.14, 0.12, 1.08, -0.55, -0.13, -0.52, 1.14, -0.16, 0.04, 0.04, -0.10, 0.04, -0.11, -0.31, 0.08, 0.13, 0.11, 0.14, 0.06]}

---

2.
{"formula": "C4H9NO2", "method": "ωB97M-V/def2-TZVPD", "charge": 0, "energy_ev": -9879.58792, "smiles": "C[C@@H](O)CC(N)=O", "lumo_energy_ev": 0.8, "homo_lumo_gap_ev": 10.66, "symbols": ["C", "C", "O", "C", "C", "N", "O", "H", "H", "H", "H", "H", "H", "H", "H", "H"], "xyz": [[0.802, -1.436, 0.512], [-0.465, -0.585, 0.524], [-1.248, -0.810, 1.685], [-0.132, 0.908, 0.513], [0.515, 1.309, -0.801], [-0.317, 1.253, -1.884], [1.694, 1.594, -0.907], [1.263, -1.405, 1.505], [1.529, -1.051, -0.211], [0.583, -2.479, 0.257], [-1.063, -0.813, -0.374], [-1.420, -1.758, 1.746], [-1.053, 1.477, 0.686], [0.572, 1.137, 1.318], [0.052, 1.532, -2.780], [-1.312, 1.128, -1.790]], "lowdin_charge": [-0.04, -0.46, -0.04, -0.08, -0.55, 0.16, 0.05, 0.09, 0.08, 0.08, 0.13, 0.09, 0.13, 0.13, 0.11, 0.10]}